Record 1
DFT (the ωB97M-V functional and the def2-TZVPD basis) results for a cluster of 2 separate species, C10H15ClN3 in total at a distorted geometry.

Results
- Orbital gap (alpha / beta): 0.2604 / 0.2602 Eh
- HOMO energy (alpha / beta): -11.159 / -11.155 eV
- Net charge: +1

Last column: natural (NBO) charge in e.
CARTESIAN COORDINATES (ANGSTROEM)
Cl (-3.21176, -0.50270, 0.64298)  0.043
N (-1.46778, 1.52252, -0.59483)  -0.375
N (-1.25938, 2.77456, -2.59616)  -0.748
N (-0.70836, 0.72967, 0.28379)  -0.342
C (-1.59853, -1.13744, 0.73075)  0.234
C (0.69309, 1.94586, -1.32737)  -0.497
C (-0.28195, -2.99829, -0.12634)  -0.103
C (-0.72690, 2.17830, -1.50122)  0.509
C (-1.01616, -1.33148, 2.08943)  -0.581
C (-1.26860, -2.08419, -0.29815)  -0.335
C (0.04733, -2.38840, 2.16724)  -0.087
C (1.75946, 0.86498, 0.70832)  -0.586
C (0.62402, 0.75497, -0.32918)  -0.103
C (0.35780, -3.18689, 1.12172)  -0.272
H (-2.58164, 1.41648, -0.52115)  0.450
H (0.99519, 1.81014, -2.42644)  0.268
H (1.89188, 0.00202, 1.44642)  0.217
H (1.19681, -3.95110, 1.16972)  0.246
H (-1.96744, -2.11086, -1.15470)  0.244
H (0.08220, -3.56180, -1.04299)  0.244
H (-0.74870, 3.52013, -2.97983)  0.410
H (0.83888, -0.20010, -0.75076)  0.215
H (1.65716, 1.66302, 1.29327)  0.211
H (0.44289, -2.70773, 3.10690)  0.236
H (1.16747, 2.99492, -1.12967)  0.270
H (-1.87015, -1.30867, 2.88275)  0.289
H (2.68250, 0.78641, 0.11484)  0.222
H (-0.38592, -0.45224, 2.31111)  0.307
H (-2.29565, 2.91510, -2.63553)  0.415

Record 2
DFT (the ωB97M-V functional and the def2-TZVPD basis) results for a structure of composition C35H23Cl2N3O4S5Sn.

Results
- Orbital gap: 0.2038 Eh
- HOMO energy: -1.620 eV
- Net charge: -2

Last column: Mulliken charge in e.
CARTESIAN COORDINATES (ANGSTROEM)
Sn (0.09527, 0.17936, 0.10570)  1.299
Cl (-0.30552, 7.42465, 0.83636)  -0.324
Cl (-2.65818, 3.84224, -2.41828)  -0.267
S (4.35272, -0.61376, 4.57792)  1.130
S (-1.19811, -2.65557, 0.65333)  -0.038
S (1.72966, -1.31606, -2.73760)  -0.350
S (-0.32983, 0.59262, -4.62969)  -0.239
S (-1.85743, 0.15628, 1.95000)  -0.538
O (1.64432, -0.58930, 2.12425)  -0.514
O (-1.09360, 1.84025, -0.83345)  -0.433
O (5.63808, -0.03492, 4.26298)  -0.708
O (4.03046, -0.70307, 5.98415)  -0.716
N (3.16246, 0.05710, 3.72800)  -0.507
N (0.52936, 2.34327, 1.23416)  0.643
N (-1.67775, -1.57834, -2.23325)  0.717
C (-0.08492, 3.39567, 0.63524)  0.157
C (-1.38266, 5.46649, -0.67329)  -0.597
C (4.64673, -4.50254, 3.30801)  -0.345
C (0.92755, 2.63975, -3.38201)  -0.310
C (2.63173, 2.47779, -1.72735)  -0.364
C (3.61045, -4.45839, 2.37632)  -0.656
C (-0.95729, 3.06207, -0.47023)  -0.894
C (1.63403, 3.84309, 2.71106)  -0.901
C (-1.82644, 0.43115, -3.58087)  0.774
C (-1.14065, -3.54894, -0.91470)  -0.800
C (-0.53967, 5.75517, 0.36069)  0.706
C (-5.49521, -1.19271, 0.83141)  -0.541
C (1.03322, 4.91993, 2.12854)  -1.002
C (1.73959, 0.41342, -2.73737)  -0.408
C (0.87094, 1.24966, -3.49012)  0.283
C (-3.93038, -2.91082, 0.26080)  -0.511
C (1.79869, 3.27141, -2.51247)  -0.480
C (-2.15524, -1.00871, -3.33625)  0.187
C (-2.52929, -3.67787, -2.98294)  -0.904
C (-5.23834, -2.45181, 0.30678)  -0.633
C (4.24093, -2.23514, 3.84849)  -0.067
C (-3.08234, -3.07745, -4.10005)  -0.583
C (3.21379, -2.18581, 2.93363)  0.176
C (2.60030, 1.10146, -1.83849)  -0.636
C (-3.12589, -0.84662, 1.26758)  0.317
C (-1.59167, 4.14359, -1.07785)  0.689
C (-4.45462, -0.40847, 1.30279)  -0.757
C (-1.82908, -2.88759, -2.07921)  0.249
C (0.13777, 4.72341, 1.05191)  0.130
C (-2.88397, -2.12123, 0.72021)  0.387
C (2.87938, -3.29371, 2.17732)  -0.420
C (-2.88579, -1.72409, -4.28553)  -0.832
C (4.97907, -3.38222, 4.06204)  -0.555
C (1.35467, 2.54934, 2.23201)  -0.330
C (2.58532, -0.81349, 2.89184)  0.131
H (-2.64543, 0.91618, -4.11358)  0.577
H (-4.65167, 0.57860, 1.70100)  0.409
H (1.82119, 1.67998, 2.67727)  0.333
H (-1.89591, 6.26222, -1.19565)  0.444
H (1.79973, 4.35084, -2.42035)  0.407
H (-3.27292, -1.21244, -5.15760)  0.444
H (-0.06995, -3.58186, -1.14233)  0.452
H (-6.51011, -0.81375, 0.86702)  0.336
H (1.22965, 5.92611, 2.47500)  0.398
H (2.32575, 3.95325, 3.53456)  0.525
H (0.24379, 3.22529, -3.98522)  0.353
H (3.30825, 2.93403, -1.01189)  0.341
H (5.78609, -3.40426, 4.78271)  0.401
H (3.25513, 0.49431, -1.22543)  0.484
H (3.37851, -5.34344, 1.79668)  0.383
H (-2.63312, -4.74137, -2.80585)  0.427
H (5.20354, -5.42273, 3.44007)  0.347
H (-6.04406, -3.07020, -0.06953)  0.370
H (-3.72186, -3.89254, -0.14541)  0.327
H (-1.65197, 0.96496, -2.65004)  -1.134
H (-3.64723, -3.65968, -4.81901)  0.375
H (2.07576, -3.22890, 1.45421)  0.696
H (-1.49578, -4.57514, -0.80917)  0.497

Record 3
DFT (the ωB97M-V functional and the def2-TZVPD basis) results for a cluster of 2 separate species, C3H11NS in total at a distorted geometry.

Results
- Orbital gap: 0.2992 Eh
- HOMO energy: -7.456 eV
- SMILES: CNC.CS
- Net charge: 0

Last column: natural (NBO) charge in e.
CARTESIAN COORDINATES (ANGSTROEM)
S (-1.30748, -0.51372, -1.71111)  -0.352
N (1.04141, -0.25023, 0.16000)  -0.599
C (0.88804, 0.81513, 1.17094)  -0.417
C (-2.45066, 0.88077, -1.54978)  -0.727
C (1.35207, -1.54792, 0.66750)  -0.416
H (-2.17318, 1.78606, -2.08873)  0.198
H (0.56103, -1.87284, 1.36201)  0.210
H (0.61957, 1.79326, 0.74560)  0.224
H (1.69012, 0.05413, -0.57593)  0.391
H (1.51903, -2.21060, -0.19586)  0.223
H (0.15054, 0.43883, 1.88787)  0.207
H (2.27284, -1.56794, 1.27467)  0.183
H (1.86549, 0.89993, 1.74316)  0.187
H (-2.42427, 1.13323, -0.49399)  0.200
H (-0.16107, -0.37757, -0.55879)  0.273
H (-3.44348, 0.53947, -1.83756)  0.215

Record 4
DFT (the ωB97M-V functional and the def2-TZVPD basis) results for a cluster of 3 separate species, C3H12N2O3 in total at a distorted geometry.

Results
- Orbital gap: 0.3645 Eh
- HOMO energy: -9.465 eV
- SMILES: CC(=O)NCN.O.O
- Net charge: 0

Last column: natural (NBO) charge in e.
CARTESIAN COORDINATES (ANGSTROEM)
O (0.82671, -0.33890, 1.62869)  -0.647
O (3.28601, 0.43343, 0.68891)  -0.977
O (-1.28115, -0.11724, -3.75793)  -0.933
N (0.88364, 0.16915, -1.57954)  -0.857
N (-0.82203, -0.18203, 0.15196)  -0.632
C (-0.05220, 0.76020, -0.60108)  -0.065
C (-1.38477, -0.92132, 2.39638)  -0.717
C (-0.35913, -0.50025, 1.41146)  0.704
H (-1.76677, -0.31292, -0.15095)  0.398
H (-2.05301, 0.08487, -3.20418)  0.453
H (3.54880, 0.97761, 1.44614)  0.463
H (-0.67607, 0.59979, -3.50680)  0.480
H (2.45489, 0.03677, 1.03501)  0.497
H (0.47076, 1.47081, 0.01656)  0.203
H (0.76023, -0.80706, -1.61752)  0.364
H (-1.69724, -0.08693, 3.01271)  0.248
H (1.81582, 0.33877, -1.24905)  0.383
H (-2.28188, -1.37437, 2.00007)  0.225
H (-0.67742, 1.38976, -1.22932)  0.167
H (-0.99519, -1.62015, 3.10851)  0.243

Record 5
DFT (the ωB97M-V functional and the def2-TZVPD basis) results for an isolated molecule of C11H19N3O3S at a distorted geometry.

Results
- Orbital gap: 0.3475 Eh
- HOMO energy: -8.740 eV
- SMILES: CCSc1nnc(CCNC(=O)OC(C)(C)C)o1
- Net charge: 0

Last column: natural (NBO) charge in e.
CARTESIAN COORDINATES (ANGSTROEM)
S (0.74929, 0.72712, -3.27905)  0.273
O (-0.92712, -2.33953, 1.20202)  -0.670
O (1.16867, -1.38504, -1.71263)  -0.412
O (-0.56364, -0.21894, 1.95074)  -0.534
N (2.13155, 0.44647, -0.96257)  -0.341
N (1.05487, -1.70899, 2.12259)  -0.629
N (2.39200, -0.55702, -0.09639)  -0.315
C (-1.85736, 0.29404, 1.55247)  0.272
C (1.82204, -1.62384, -0.54600)  0.469
C (-1.82699, 1.75597, 1.99994)  -0.614
C (1.40514, -0.07024, -1.90595)  0.279
C (-0.22494, -1.49200, 1.69877)  0.896
C (-2.97980, -0.46250, 2.26075)  -0.644
C (-2.00410, 0.20459, 0.03263)  -0.646
C (1.79306, -2.84846, 1.62257)  -0.203
C (1.75009, -2.96125, 0.08537)  -0.488
C (1.40764, 2.40450, -2.92494)  -0.490
C (0.92148, 3.38120, -3.97560)  -0.622
H (1.35890, -3.75819, 2.04564)  0.215
H (-3.93623, -0.00665, 2.02008)  0.211
H (2.57200, -3.58994, -0.26327)  0.236
H (1.06331, 2.67297, -1.92779)  0.229
H (1.25704, 3.07868, -4.96455)  0.213
H (-2.99122, -1.50131, 1.94332)  0.242
H (-1.17436, 0.71715, -0.45142)  0.210
H (2.82101, -2.74427, 1.96709)  0.214
H (-2.93383, 0.67318, -0.27718)  0.214
H (-1.69628, 1.81174, 3.07720)  0.215
H (1.58928, -0.86799, 2.28439)  0.416
H (-2.75583, 2.24801, 1.72719)  0.211
H (-2.83035, -0.42593, 3.33764)  0.212
H (-2.01091, -0.83484, -0.28495)  0.239
H (-0.16471, 3.43038, -3.97994)  0.213
H (1.31547, 4.37174, -3.76098)  0.225
H (-0.99606, 2.27179, 1.52574)  0.216
H (2.49302, 2.32207, -2.91573)  0.228
H (0.80783, -3.41466, -0.22720)  0.258

Record 6
DFT (the ωB97M-V functional and the def2-TZVPD basis) results for a structure of composition C44H37BBrF4N7O2PTi at a distorted geometry.

Results
- Orbital gap (alpha / beta): 0.2129 / 0.2511 Eh
- HOMO energy (alpha / beta): -6.412 / -7.806 eV
- Expectation value of S²: 0.78
- Spin multiplicity: 2
- Net charge: 0

Last column: Löwdin spin population.
CARTESIAN COORDINATES (ANGSTROEM)
Br (-5.90828, 5.16159, -0.66590)  0.001
Ti (-0.62248, 0.98149, -0.13020)  0.553
P (0.67582, -1.99281, -0.23100)  0.005
F (-0.48768, 1.76559, 2.00580)  0.007
F (0.15282, 1.33729, 4.17230)  0.000
F (-1.86468, 2.29279, 3.75830)  0.000
F (0.05582, 3.45869, 3.44970)  0.000
O (-1.16158, -0.47441, 0.70870)  0.004
O (-2.18638, -0.84911, 2.62810)  0.005
N (0.34262, 2.89469, -0.66910)  0.026
N (-0.01338, 0.61659, -1.95190)  0.020
N (2.65962, 2.34339, 3.98940)  0.000
N (2.72712, 2.56569, 1.65760)  0.000
N (1.58082, 0.71489, 0.59540)  0.002
N (3.16752, 4.35199, 2.97420)  0.000
N (-2.42948, -0.43931, -1.62350)  0.011
C (-3.68078, 3.65619, -1.63310)  0.000
C (-0.24078, -5.98411, 0.29840)  0.000
C (2.46372, -2.49971, 3.47200)  0.000
C (-1.67928, -1.00771, -2.57690)  0.002
C (2.46292, 3.34519, -1.74480)  0.023
C (1.52582, -1.94461, 4.32720)  0.000
C (-4.23418, 3.26149, 0.67530)  -0.001
C (-0.33098, -0.45191, -2.73730)  0.066
C (3.43512, -1.91971, -0.68370)  0.000
C (0.33292, -1.46751, 3.81400)  0.000
C (-1.18548, -0.89041, 1.94300)  0.002
C (1.88002, -0.48071, -3.68680)  0.089
C (2.53062, 4.57069, -1.13160)  0.015
C (2.79022, 3.06319, 2.86440)  0.000
C (-2.62908, 2.75669, -1.51630)  0.006
C (0.11112, -1.46291, 2.44260)  0.000
C (-2.33608, 2.09739, -0.31770)  -0.003
C (-2.15728, -2.07231, -3.35290)  0.013
C (-4.46718, 3.90809, -0.52280)  0.003
C (3.40892, -3.83681, -2.67700)  0.000
C (0.45812, -4.79681, 0.18590)  0.000
C (0.38732, 4.12049, -0.12790)  0.010
C (1.07592, -1.98061, 1.56960)  0.000
C (-3.42628, -2.55941, -3.11120)  0.001
C (4.60422, -3.23781, -2.31410)  0.001
C (4.61082, -2.27141, -1.32000)  0.000
C (-3.64438, -0.91951, -1.37920)  0.000
C (-4.18398, -1.97761, -2.11080)  0.015
C (2.14352, 1.53129, 1.20770)  0.000
C (-1.61758, -6.00061, 0.13700)  0.000
C (-3.17798, 2.36529, 0.76690)  0.002
C (1.46882, 4.97159, -0.32210)  0.030
C (-4.44418, -0.31051, -0.27940)  0.000
C (-0.21238, -3.60781, -0.08310)  0.001
C (0.58382, -0.99751, -3.61780)  -0.015
C (2.17412, 0.65569, -2.96800)  -0.016
C (2.23582, -3.49911, -2.02660)  0.000
C (1.35802, 2.51269, -1.50180)  0.018
C (-2.29518, -4.81841, -0.10360)  0.000
C (-1.59648, -3.62641, -0.20050)  0.000
C (-0.78568, 4.62269, 0.65250)  0.001
C (2.23112, -2.53791, 2.10720)  0.000
C (2.24272, -2.57271, -0.98600)  0.001
C (1.19702, 1.23949, -2.15610)  0.094
B (-0.56458, 2.22179, 3.41060)  0.000
H (-2.02018, 2.57709, -2.40130)  0.001
H (3.39222, -4.56641, -3.47550)  0.000
H (2.62792, -0.95681, -4.30000)  0.005
H (-2.15618, -6.93551, 0.19890)  0.000
H (3.16902, 4.89349, 2.12770)  0.000
H (-5.31738, -0.91651, -0.05540)  0.000
H (1.72502, -1.91061, 5.38890)  0.000
H (0.32142, -1.83941, -4.23320)  -0.003
H (2.21402, 1.44019, 3.90750)  0.000
H (-3.83228, -0.21821, 0.61730)  0.000
H (-3.81338, -3.38811, -3.68390)  0.000
H (-0.54838, 5.56079, 1.14750)  0.000
H (3.24752, 3.02829, -2.41250)  0.001
H (5.53882, -1.79051, -1.04660)  0.000
H (-1.55678, -2.51571, -4.12980)  0.001
H (2.45342, 2.82739, 4.85010)  0.000
H (2.99802, 4.83689, 3.83890)  0.000
H (1.47062, 5.95219, 0.12790)  0.001
H (-0.43708, -1.06561, 4.45290)  0.000
H (2.96542, -3.00201, 1.46340)  0.000
H (-1.62678, 4.79149, -0.01940)  0.000
H (5.52302, -3.51021, -2.81380)  0.000
H (-3.03368, 1.86059, 1.71640)  0.000
H (3.37332, 5.22499, -1.30040)  0.000
H (3.43312, -1.13201, 0.05810)  0.000
H (-4.77308, 0.68359, -0.57410)  0.000
H (-4.85898, 3.46059, 1.53150)  0.000
H (-3.88008, 4.15999, -2.56880)  0.000
H (3.38172, -2.91411, 3.86730)  0.000
H (-2.12738, -2.70331, -0.37410)  0.000
H (1.30212, -3.96371, -2.31590)  0.000
H (3.16162, 1.08279, -3.02960)  -0.002
H (-3.36888, -4.82621, -0.22830)  0.000
H (0.29212, -6.90081, 0.50630)  0.000
H (-1.10608, 3.90759, 1.40240)  0.000
H (-5.17728, -2.33171, -1.88810)  0.001
H (1.53222, -4.79721, 0.29500)  0.000

Energy above the lowest of the compared OMol25 structures with the same formula, charge and spin / kJ/mol: 406.5; 18.2; 125.9; 66.6; 170.3; 108.8
DFT total energy / Ha: -1014.12010; -4938.61768; -573.78356; -456.74478; -1218.75086; -6422.22020